DFT (ωB97M-V with the def2-TZVPD basis set) results for a molecular structure, C32H29BrN5O3TeTl.

```
72
Properties=species:S:1:pos:R:3:forces:R:3:lowdin_spin:R:1
Tl -0.302456 -0.669025 -0.247794 0.102 -0.083 -0.019 0.030
O -1.124838 0.183222 6.724111 0.002 -0.021 0.018 0.000
C -0.878153 -0.092901 5.420854 -0.006 -0.005 -0.036 0.000
C -0.142384 0.752135 4.597963 0.038 0.036 -0.021 0.000
C 0.053958 0.380219 3.282560 0.036 -0.018 -0.077 0.001
N -0.435463 -0.749812 2.762616 -0.067 0.046 -0.035 0.003
C -1.129956 -1.522505 3.565624 0.002 -0.011 0.007 0.000
Br -1.827810 -3.121353 2.801874 0.009 0.011 0.000 0.001
C -1.389706 -1.272823 4.900526 0.002 0.024 0.011 0.000
H -0.729398 1.031539 6.950232 -0.006 0.020 0.002 0.000
H 0.267525 1.684328 4.968906 -0.019 -0.026 -0.006 0.000
H 0.630605 0.994649 2.600678 -0.002 -0.014 0.000 0.001
H -1.966324 -1.950011 5.512120 0.005 0.009 -0.011 0.000
N 0.389169 2.683348 -1.929570 0.127 -0.098 0.075 0.002
C -0.668715 2.683129 -1.081790 -0.275 -0.129 0.064 0.000
O -1.047670 1.613730 -0.525976 0.232 0.207 -0.035 0.002
C -1.361940 3.915984 -0.882150 0.155 -0.161 -0.110 0.000
C -2.483629 3.975000 -0.028860 -0.120 -0.010 0.065 0.000
N -3.404305 4.038924 0.668122 0.076 0.002 -0.031 0.000
C -0.937198 5.072611 -1.561564 -0.094 0.291 0.147 0.000
N -0.568675 6.026010 -2.108438 0.064 -0.155 -0.101 0.000
H 0.977934 1.864906 -1.997303 -0.010 -0.044 0.020 0.002
H 0.731958 3.547090 -2.312916 -0.014 -0.020 0.007 0.000
C 0.341843 4.300507 -5.610398 -0.002 -0.024 -0.018 0.000
C 0.848620 2.928149 -5.261576 0.030 -0.043 -0.009 0.000
C 0.014693 1.820851 -5.299431 -0.005 0.012 -0.011 0.000
C 0.449422 0.555400 -4.916110 -0.005 0.005 0.017 0.000
C -0.535055 -0.583297 -4.956247 0.001 -0.009 -0.007 0.000
C 1.773847 0.393914 -4.490049 -0.023 0.039 0.118 -0.001
Te 2.408423 -1.496442 -3.778555 -0.071 -0.249 -0.523 0.019
N 2.305701 -0.039158 -1.510594 0.094 0.168 0.231 0.756
C 2.704583 0.043558 -0.282570 -0.137 0.098 -0.111 0.077
O 1.892301 0.106469 0.701810 -0.093 0.015 0.181 0.047
C 4.182609 0.110932 -0.006441 -0.016 0.046 0.006 0.029
C 5.108180 -0.535863 -0.817615 0.026 0.077 0.000 0.005
C 6.464232 -0.445356 -0.533920 -0.015 -0.013 -0.028 0.000
C 6.901152 0.301664 0.550392 0.017 0.017 0.024 0.000
C 5.977751 0.954248 1.357998 0.004 -0.004 -0.001 0.002
C 4.622526 0.853550 1.084941 -0.012 -0.050 0.009 0.006
C 2.497734 -2.298576 -5.782088 0.042 0.040 0.081 0.004
C 2.672744 -1.467170 -6.887315 -0.049 0.019 0.045 0.002
C 2.754970 -1.985322 -8.172257 -0.003 -0.031 -0.003 0.000
C 2.669780 -3.355489 -8.369693 0.001 0.009 -0.016 0.002
C 2.501300 -4.191764 -7.276118 -0.006 0.017 0.013 0.000
C 2.414599 -3.683658 -5.981884 0.003 -0.018 0.057 0.002
C 2.232774 -4.623735 -4.819037 0.017 -0.002 -0.017 0.000
C 2.645708 1.490415 -4.470075 0.034 -0.008 0.037 0.000
C 4.078106 1.388966 -4.015333 -0.003 0.038 0.036 0.004
C 2.163999 2.738084 -4.856996 -0.009 0.005 -0.040 0.000
H -0.669182 4.253301 -6.014980 0.013 0.006 0.007 0.000
H 0.985102 4.781809 -6.350228 -0.001 0.004 0.026 0.000
H 0.313628 4.937878 -4.724181 -0.024 0.032 0.004 0.000
H -1.017863 1.946025 -5.608846 0.015 0.004 0.004 0.000
H -1.481583 -0.250664 -5.383088 0.017 0.001 0.012 0.000
H -0.727724 -0.968887 -3.952685 0.014 -0.001 -0.011 0.000
H -0.158662 -1.415232 -5.554917 -0.004 0.005 0.004 0.000
H 4.763101 -1.099963 -1.673986 -0.028 -0.040 -0.030 0.001
H 7.180585 -0.957903 -1.164658 -0.008 0.009 0.006 0.000
H 7.960279 0.377099 0.766305 -0.016 -0.002 -0.001 0.000
H 6.315897 1.542789 2.202249 0.001 -0.009 -0.005 0.000
H 3.886328 1.342134 1.710329 0.002 -0.014 -0.016 0.001
H 2.730315 -0.393936 -6.745815 0.014 -0.015 0.009 0.000
H 2.885722 -1.317053 -9.015565 -0.004 -0.012 0.020 0.000
H 2.731906 -3.772270 -9.368016 -0.002 0.009 0.019 0.000
H 2.430295 -5.264431 -7.426041 0.002 0.021 0.010 0.000
H 2.131357 -5.654535 -5.160297 0.002 0.016 0.007 0.000
H 1.346224 -4.361463 -4.236985 -0.009 0.002 -0.011 0.000
H 3.084213 -4.580489 -4.133817 0.004 0.008 -0.012 0.000
H 4.535651 0.450652 -4.326024 0.008 -0.007 -0.038 0.000
H 4.141675 1.424453 -2.923615 -0.034 -0.021 -0.033 0.002
H 4.663547 2.216491 -4.418341 -0.013 0.007 0.023 0.000
H 2.838103 3.589502 -4.830543 -0.005 -0.010 0.001 0.000
```
Positions in Å, forces in eV/Å.

Properties
**HOMO level (spin up / spin down)**: -4.83 / -4.83 eV
**Net charge**: -1
**Calculated total energy**: -4750.90978 hartree
**2S+1**: 2


DFT (ωB97M-V with the def2-TZVPD basis set) results for 2 unconnected molecules or ions with the total composition C24H30Br2Cl2F8N3O3 in a non-equilibrium geometry.

```
72
Properties=species:S:1:pos:R:3:forces:R:3:lowdin_charge:R:1
C -4.316412 -3.520301 1.848695 -0.594 -0.224 0.785 -0.097
C -3.612599 -3.781021 3.312901 2.461 1.879 -0.018 -0.542
Cl -4.445563 -5.062549 4.420568 1.711 2.451 -1.935 0.550
C -2.395720 -3.032704 3.728937 -2.058 -1.432 -1.009 -0.537
Cl -1.693286 -3.389187 5.429415 -0.813 0.728 -2.673 0.535
C -1.591594 -1.926849 2.809049 0.855 4.760 -2.218 -0.024
C -1.928393 -0.339376 2.521392 0.790 -2.832 0.742 -0.015
C -3.260959 0.400167 3.152004 0.721 0.682 -1.366 -0.099
C -4.372054 0.536452 1.912012 0.321 0.864 0.392 -0.080
C -5.922827 0.504215 2.448104 -1.147 0.374 -1.194 -0.220
F -6.728072 1.332371 1.499659 2.237 -2.709 3.281 0.001
F -6.450891 -0.890362 2.338680 1.398 4.564 0.961 0.000
F -6.108544 1.098390 3.812165 0.521 -2.439 -4.657 0.018
N -0.878560 0.347258 1.622755 -0.282 -7.296 2.281 0.018
C -0.897851 1.804603 1.219402 -0.929 1.456 0.035 -0.111
C -0.400568 2.114315 -0.310045 -0.517 0.132 0.021 -0.119
C 1.118909 2.711165 -0.446735 0.059 0.864 -1.125 -0.074
C 1.497527 3.909286 0.605726 -0.657 -0.976 1.226 -0.166
F 2.067282 3.223100 1.825393 -1.889 2.333 -3.102 -0.040
F 0.313914 4.732320 1.031441 3.541 -2.605 -1.231 0.001
C 2.661120 4.945092 0.091842 1.308 2.263 1.407 -0.145
F 2.557093 5.349651 -1.329557 0.646 -1.724 4.969 0.046
F 3.981057 4.343466 0.462302 -4.356 2.217 -2.028 0.031
F 2.529726 6.198486 0.911873 0.677 -4.207 -3.025 0.028
C 0.094916 -0.779783 1.358682 -0.503 -0.868 0.508 -0.053
C 1.467067 -0.686174 0.466585 0.066 -0.458 -3.409 -0.543
Br 3.211015 -0.130738 1.367966 -2.401 -0.648 -0.582 0.635
C 1.572559 -0.944089 -1.006683 -1.625 0.095 3.502 -0.591
C 0.250454 -1.370462 -1.881577 0.313 1.220 -0.676 -0.135
Br 3.346081 -0.804572 -1.997685 -2.543 -0.438 1.591 0.718
N -0.290370 -2.092316 2.023002 -2.641 4.179 0.230 -0.006
C 0.455827 -3.407968 2.015848 2.696 -0.291 -0.262 -0.137
C 0.486378 -4.184930 0.572786 -0.205 -1.025 0.791 -0.146
C -1.018782 -4.743692 0.232389 0.874 -0.586 -0.436 -0.255
N -1.701450 -4.022569 -0.910142 0.828 0.114 1.113 -0.039
H -3.805708 -4.139725 0.985609 -0.839 1.369 1.830 0.084
H -5.444157 -3.868967 1.891506 2.412 0.706 0.091 0.102
H -4.331278 -2.360969 1.655135 0.240 -2.445 0.257 0.060
H -2.963614 1.520858 3.427219 -0.631 -2.660 -0.195 0.137
H -3.686740 -0.189489 4.079312 1.110 1.144 -2.014 0.144
H -4.122549 -0.265392 1.092768 -1.133 1.395 1.721 0.123
H -4.224511 1.595847 1.382086 -0.535 -2.332 1.291 0.135
H -0.347494 2.405694 2.058682 -0.802 -1.150 -1.782 0.148
H -2.040561 2.146144 1.272581 2.544 -1.019 -0.016 0.135
H -1.144735 2.921814 -0.778195 1.675 -1.761 1.249 0.145
H -0.588449 1.117702 -0.934960 0.820 2.261 1.241 0.115
H 1.976556 1.916785 -0.396670 -1.712 1.531 0.156 0.097
H 1.188585 3.194170 -1.536327 -0.121 -1.059 2.396 0.145
H -0.702971 -1.549948 -1.212821 2.255 0.172 -1.137 0.069
H 0.462226 -2.265443 -2.632131 -0.315 1.860 1.869 0.109
H -0.022963 -0.437839 -2.573960 0.814 -1.948 1.373 0.100
H 0.052474 -4.077075 2.893363 0.452 1.446 -1.926 0.140
H 1.586229 -3.154779 2.302611 -2.461 -0.421 -0.548 0.148
H 0.952636 -3.574007 -0.312753 -1.024 -0.903 1.922 0.100
H 1.198952 -5.131516 0.719358 -1.476 2.155 -0.119 0.136
H -0.879110 -5.879341 -0.108494 -0.594 2.460 0.996 0.136
H -1.668299 -4.647251 1.204124 1.160 -0.469 -1.949 0.095
H -2.078976 -3.113815 -0.556928 0.680 -0.975 -0.696 0.048
H -0.997041 -3.876722 -1.673663 -1.154 0.029 1.067 0.059
C 6.020650 2.612830 -5.690061 -0.005 -0.277 -0.263 -0.014
C 4.737503 2.917413 -4.943377 1.351 0.390 -0.699 -0.344
C 4.880800 2.866495 -3.452089 0.677 0.627 0.453 -0.108
O 3.566118 2.544471 -3.031780 -0.916 -0.627 -0.470 0.011
C 2.998174 1.841778 -4.057226 -1.728 -0.995 -0.267 -0.557
O 1.946624 1.228977 -3.975029 1.956 1.367 -0.060 0.066
O 3.766113 1.913024 -5.185885 -1.147 -0.398 1.136 0.094
H 6.738991 3.431450 -5.588752 -0.154 -0.068 -0.006 0.096
H 6.486077 1.693554 -5.317827 -0.106 0.149 0.054 0.092
H 5.815680 2.450066 -6.753391 0.020 0.195 0.168 0.094
H 4.322350 3.875370 -5.279804 0.007 -0.065 0.139 0.166
H 5.201006 3.821384 -3.027317 -0.206 -0.162 0.047 0.148
H 5.554981 2.075755 -3.104062 0.024 0.061 -0.198 0.142
```
Positions in Å, forces in eV/Å.

Properties
**HOMO level**: -12.16 eV
**Net charge**: +1
**Calculated total energy**: -8189.08224 hartree


DFT (ωB97M-V with the def2-TZVPD basis set) results for C6H10O in the gas phase in a non-equilibrium geometry.

```
17
Properties=species:S:1:pos:R:3:forces:R:3:nbo_charge:R:1
C -0.777451 -1.447709 -0.316079 0.002 0.492 0.119 -0.398
C 0.215639 -0.878141 -1.387058 1.113 -0.897 0.155 -0.400
C 0.526959 0.616874 -1.348296 -1.334 0.729 1.274 -0.417
C 0.762305 0.789981 0.146230 -0.757 0.253 -0.986 0.050
C -0.488612 0.574365 0.854674 -0.406 -0.955 0.026 0.042
C -0.538869 -0.946139 1.176600 -0.475 0.246 -0.800 -0.414
H -0.652345 -2.522429 -0.358945 -0.218 -0.317 0.132 0.217
H -1.842843 -1.222812 -0.559683 0.772 -0.085 -0.092 0.200
H -0.072092 -1.135021 -2.399081 -0.516 -0.185 -0.165 0.220
H 1.216032 -1.410817 -1.301803 -1.062 0.418 0.292 0.196
H -0.328786 1.205152 -1.688337 -0.017 0.022 0.101 0.206
H 1.327947 0.840511 -1.978077 1.504 0.369 -0.999 0.205
H 1.597311 0.213944 0.491003 0.417 -0.440 0.110 0.165
H -1.459964 0.896391 0.376463 1.275 -0.151 0.404 0.174
H -1.353803 -1.349217 1.789052 0.091 0.387 0.066 0.206
H 0.398780 -1.364449 1.528160 0.147 0.223 0.221 0.208
O 0.371243 1.699170 1.168103 -0.536 -0.108 0.142 -0.459
```
Positions in Å, forces in eV/Å.

Properties
**Structure (SMILES)**: C1CC[C@H]2O[C@@H]2C1
**HOMO level**: -9.57 eV
**Net charge**: 0
**Calculated total energy**: -309.75473 hartree


DFT (ωB97M-V with the def2-TZVPD basis set) results for 2 unconnected molecules or ions with the total composition C5H11FN in a non-equilibrium geometry.

```
18
Properties=species:S:1:pos:R:3:forces:R:3:nbo_charge:R:1
C 3.031232 1.861901 0.271991 -0.123 -0.332 0.727 -0.450
C 2.190174 0.862682 0.037356 0.198 0.890 0.363 0.197
C -1.154660 -1.950837 0.333730 0.519 -0.486 3.163 -0.681
C -1.492699 0.384777 0.976828 -0.486 2.379 0.479 -0.321
C -1.471707 -0.500737 0.025957 1.128 -1.734 0.864 0.098
N -1.306602 -0.207062 -1.397918 0.472 1.543 0.341 -0.675
F 1.104452 1.050274 -0.784295 -0.099 -0.024 -0.305 -0.399
H 2.900357 2.887023 -0.113680 0.076 -0.843 -0.007 0.238
H 3.828543 1.690555 1.020697 -0.511 0.090 -0.731 0.240
H -1.848618 -2.674338 0.895646 0.298 1.586 -1.184 0.279
H -0.272370 -1.916278 1.061548 -1.013 -0.103 -1.028 0.252
H -0.782439 -2.441552 -0.510576 0.400 -1.013 -1.388 0.210
H -1.527825 1.491590 0.939845 0.015 -0.837 -0.585 0.238
H 2.127824 -0.126125 0.482859 0.422 0.192 -0.113 0.180
H -1.484377 0.032553 1.984960 -0.090 -0.364 0.448 0.237
H -0.954927 0.753259 -1.603635 -0.191 -0.686 0.338 0.470
H -2.203080 -0.321417 -1.793825 -1.415 -0.075 -1.189 0.441
H -0.683278 -0.876269 -1.827488 0.399 -0.182 -0.192 0.447
```
Positions in Å, forces in eV/Å.

Properties
**HOMO level**: -13.44 eV
**Net charge**: +1
**Calculated total energy**: -351.40349 hartree


DFT (ωB97M-V with the def2-TZVPD basis set) results for a molecular structure, C9H10N2O3S in a non-equilibrium geometry.

```
25
Properties=species:S:1:pos:R:3:forces:R:3:nbo_charge:R:1
C -0.434651 -0.296886 3.931014 0.703 -0.177 0.627 -0.177
C 0.764722 -0.009973 3.320409 0.581 -0.001 -2.890 -0.213
C -1.629527 -0.300124 3.247318 -1.770 -0.460 0.305 -0.206
C 0.843574 0.122235 1.917412 -2.476 0.276 -0.038 -0.160
C -1.568988 -0.264571 1.874111 0.139 0.757 -1.787 -0.163
C -0.357639 -0.035929 1.183312 0.743 -0.530 1.966 -0.273
C -0.007440 -0.989257 -3.360457 -0.135 0.364 0.409 -0.432
C 0.964819 0.117256 -3.597670 -1.367 1.338 1.022 -0.417
C 1.152518 -0.820724 -2.431034 -0.442 -0.258 -1.620 -0.077
N 1.032369 -0.594467 -1.030999 -0.651 0.342 0.291 -0.773
N 0.282288 1.954341 -0.421993 -2.895 0.263 1.429 0.383
O -0.561153 2.543553 0.233506 0.795 0.428 -0.610 -0.371
O 1.303561 2.315127 -0.867613 1.330 0.423 -0.670 -0.301
O -2.300267 -0.441031 -1.158788 2.045 0.792 0.543 -0.439
S -0.238225 0.103746 -0.566381 -1.538 -1.141 -0.130 1.368
H -0.350166 -0.625780 4.938324 -0.417 0.328 0.985 0.222
H 1.731576 0.077970 3.748849 0.328 -0.113 1.242 0.227
H -2.670304 -0.371865 3.748386 2.118 -0.126 -0.761 0.238
H 1.679908 0.461647 1.344311 0.879 -0.207 0.253 0.231
H -2.459491 -0.328487 1.269511 -0.199 -0.054 -0.007 0.251
H -0.823283 -0.544475 -2.856981 -1.515 -0.265 -0.197 0.218
H -0.238267 -1.790895 -4.038284 0.369 -0.346 0.084 0.226
H 1.547813 0.179467 -4.496936 0.578 -0.097 0.160 0.229
H 0.445303 1.029297 -3.272295 0.775 0.152 -0.618 0.200
H 1.890951 -1.490176 -2.657032 2.020 -1.687 0.014 0.208
```
Positions in Å, forces in eV/Å.

Properties
**HOMO level (spin up / spin down)**: -9.06 / -9.13 eV
**Net charge**: 0
**Calculated total energy**: -1081.95891 hartree


DFT (ωB97M-V with the def2-TZVPD basis set) results for 3 unconnected molecules or ions with the total composition CH6NO4 in a non-equilibrium geometry.

```
12
Properties=species:S:1:pos:R:3:forces:R:3:nbo_charge:R:1
N -0.256086 0.577869 -2.766521 3.326 -2.145 3.168 -0.959
C 0.914727 0.782902 -1.827585 -1.037 -2.245 0.885 0.876
O 1.115508 -0.408744 -1.326545 0.644 2.195 -0.626 -0.869
O 1.477780 1.847233 -1.540813 -0.987 -0.493 -0.845 -0.742
H 0.018677 -0.326233 -3.135643 -0.995 0.362 -0.434 0.383
H -0.692562 1.241585 -3.274738 -0.981 2.594 -2.255 0.346
H -1.426615 -0.563501 2.886351 -0.403 -0.043 1.152 0.471
H -0.707825 -0.441204 4.216120 -1.419 -0.283 -0.444 0.474
O -1.622325 -0.606762 3.854198 1.820 0.360 -0.625 -0.946
H 0.868198 -0.431411 0.400719 0.356 0.597 -2.309 0.514
H -0.312860 -0.822644 1.305693 -0.803 0.086 -0.525 0.430
O 0.623383 -0.849089 1.208762 0.477 -0.985 2.857 -0.979
```
Positions in Å, forces in eV/Å.

Properties
**HOMO level**: -4.37 eV
**Net charge**: -1
**Calculated total energy**: -397.47938 hartree